63
Properties=species:S:1:pos:R:3:forces:R:3 method="wB97M-V/def2-TZVPD" multiplicity=1 e_tot_ev=-29529.758 homo_lumo_gap_ev=10.0 e_above_lowest_kj_mol=165.6
C -1.556 1.612 3.920 0.602 1.021 0.612
C -2.620 0.944 4.756 -0.639 -0.801 -0.602
O -2.298 -0.410 5.099 0.068 0.215 0.171
H -0.767 1.994 4.578 -0.018 0.042 -0.037
H -1.996 2.479 3.421 0.075 -0.022 -0.085
H -1.021 1.020 3.182 -0.535 -0.464 -0.028
H -3.551 0.886 4.178 0.076 -0.019 -0.008
H -2.880 1.513 5.651 0.258 0.136 -0.025
H -2.070 -0.438 6.031 0.080 -0.076 -0.022
C 2.994 -4.050 -3.269 1.001 -0.008 -0.850
C 2.522 -2.898 -4.134 -0.658 0.142 0.258
O 1.945 -1.865 -3.318 -0.028 0.190 0.201
H 2.324 -4.312 -2.457 -0.162 0.027 -0.085
H 4.006 -3.896 -2.888 -0.190 0.340 0.342
H 3.145 -4.879 -3.968 -0.331 -0.263 0.264
H 1.739 -3.258 -4.808 0.058 -0.029 -0.038
H 3.313 -2.458 -4.746 0.164 -0.201 0.070
H 1.408 -1.298 -3.879 0.082 -0.007 -0.067
C 3.813 -2.357 1.868 -0.214 -0.419 -0.646
C 2.606 -3.286 1.918 -0.759 0.032 -0.251
O 1.868 -3.358 0.682 0.657 0.601 0.344
H 4.289 -2.341 2.846 0.093 0.264 -0.018
H 3.511 -1.363 1.529 -0.069 0.153 0.425
H 4.531 -2.677 1.109 0.063 -0.270 0.175
H 1.894 -2.919 2.670 0.261 -0.110 0.224
H 2.861 -4.317 2.169 0.166 0.109 0.024
H 1.689 -2.425 0.479 -0.234 -0.289 -0.395
C -2.994 1.863 -2.115 -0.658 0.054 -0.948
C -3.490 0.671 -1.298 0.584 0.782 -0.226
O -3.295 0.969 0.091 -0.494 -0.569 -0.112
H -2.854 2.802 -1.583 0.302 -0.282 0.474
H -3.771 2.130 -2.841 0.124 -0.142 -0.108
H -2.116 1.591 -2.700 0.179 0.272 0.192
H -2.888 -0.194 -1.588 -0.244 -0.197 0.208
H -4.536 0.493 -1.551 -0.031 -0.156 0.377
H -3.856 0.365 0.596 0.238 0.085 0.102
C 0.114 0.870 0.557 -0.134 0.211 -0.019
C 0.353 0.294 -0.817 -0.055 -0.233 0.307
O 1.386 -0.694 -0.672 -0.111 -0.013 -0.272
H -0.073 0.050 1.252 0.259 -0.037 0.038
H -0.793 1.474 0.597 0.132 0.167 -0.201
H 0.971 1.465 0.872 -0.046 -0.063 0.199
H 0.693 1.030 -1.551 -0.199 0.168 0.094
H -0.587 -0.160 -1.152 0.197 -0.143 -0.238
H 1.615 -1.030 -1.554 0.010 -0.286 0.053
C -5.922 3.449 0.394 -0.539 0.030 0.123
C -4.976 3.465 1.578 0.365 -0.040 0.332
O -3.612 3.510 1.212 0.334 -0.093 -0.201
H -5.596 4.107 -0.411 0.176 0.064 0.115
H -6.899 3.811 0.730 -0.047 -0.104 -0.116
H -6.073 2.451 -0.021 0.133 -0.017 0.013
H -5.150 2.611 2.251 -0.161 -0.036 -0.195
H -5.143 4.345 2.206 -0.020 0.059 -0.229
H -3.378 2.683 0.749 -0.241 0.246 0.243
C 5.015 0.149 -2.627 -0.573 -0.222 -0.050
C 4.658 -0.322 -1.219 -0.480 0.903 -0.374
O 3.840 0.699 -0.627 -0.259 -0.451 0.128
H 5.458 1.143 -2.641 0.490 -0.199 0.119
H 4.075 0.279 -3.172 -0.075 -0.127 0.074
H 5.568 -0.611 -3.181 0.395 0.240 0.058
H 5.499 -0.463 -0.544 0.295 -0.155 -0.223
H 4.110 -1.261 -1.328 -0.019 -0.103 0.289
H 2.947 0.323 -0.511 0.308 0.093 0.021